# C5H10N2

The molecule C5H10N2 (ωB97M-V with the def2-TZVPD basis set, the OMol25 dataset).

Each line ends with the natural charge from an NBO analysis.
Cartesian coordinates (Å):
1 C -1.53744 -1.41348 -0.47572  -0.4306
2 C 0.33327 1.88150 -0.81400  -0.6044
3 C 0.28679 0.40273 1.42252  -0.6404
4 C -0.01274 0.48096 -0.35669  0.0835
5 C 1.05528 -0.51647 -0.44039  0.6318
6 N -1.09550 -0.09931 -0.86009  -0.6589
7 N 1.91083 -1.33783 -0.27342  -0.6289
8 H 2.06479 -1.96573 0.51002  0.4230
9 H -0.90670 -2.22784 -0.87470  0.1384
10 H -1.61739 -1.57921 0.61245  0.1534
11 H -2.52750 -1.59433 -0.89847  0.2079
12 H 1.24107 2.25883 -0.33860  0.2073
13 H 0.47604 1.89372 -1.89514  0.2331
14 H -0.52049 2.51841 -0.57997  0.2358
15 H 1.29310 0.68849 1.73345  0.2075
16 H -0.00687 -0.55881 1.83463  0.2107
17 H -0.43651 1.16836 1.69412  0.2308

Atomic forces in eV per Å
C 0.296 0.112 0.027
C 0.059 -0.029 -0.081
C -0.632 0.360 -0.809
C 0.857 -1.525 0.465
C 3.018 0.296 0.708
N -2.038 0.627 -0.084
N -1.532 0.327 -0.133
H 0.033 -0.064 -0.224
H 0.129 -0.117 0.022
H 0.004 0.048 -0.034
H 0.028 0.105 0.061
H -0.118 -0.001 0.049
H -0.086 -0.081 0.067
H 0.052 -0.022 0.063
H -0.069 -0.019 -0.224
H 0.005 0.004 -0.067
H -0.008 -0.021 0.193

## Properties
LUMO (alpha / beta)   0.12 / 0.11 eV
Frontier orbital gap (alpha / beta)   7.049 / 7.048 eV
M   98.1 Da
ΔE to the lowest compared entry with this formula, charge and spin   112.3 kcal per mole
Highest occupied orbital energy (alpha / beta)   -6.933 / -6.933 eV